No. 1
ORCA calculation (ωB97M-V/def2-TZVPD) on an isolated molecule of C16H23BrN4O.

Properties
* F_max: 1.0 eV Å⁻¹
* 2S+1: 1
* orbital gap: 0.3194 Eh
* highest occupied orbital energy: -8.018 eV
* SMILES string: CCCCCOc1ccc(Br)cc1/C(C)=N/NC1=NCCN1
* E_tot: -3491.7233 a.u.
* molar mass: 367.29 g/mol
* energy above the lowest of the compared OMol25 structures with the same formula, charge and spin: 0.1357 eV

```
45
C16H23BrN4O | the OMol25 dataset | ωB97M-V/def2-TZVPD
C -2.598 -3.420 0.363
H -3.311 -4.241 0.405
C -2.039 -3.287 -1.048
C -1.166 -2.049 -1.258
C 0.126 -2.037 -0.432
C -0.010 -1.252 0.873
O 1.215 -1.131 1.575
C 2.322 -0.531 1.081
C 3.474 -0.890 1.799
C 4.727 -0.432 1.468
C 4.851 0.405 0.370
C 3.742 0.788 -0.349
C 2.457 0.352 -0.007
C 1.367 0.924 -0.815
N 0.373 1.429 -0.190
N -0.635 2.035 -0.829
C -1.702 2.509 -0.124
N -2.674 3.133 -0.672
C -3.606 3.477 0.384
H -3.825 4.546 0.342
H -4.541 2.933 0.225
C -2.919 3.056 1.712
N -1.799 2.270 1.227
H -0.959 2.170 1.773
H -3.569 2.444 2.341
H -2.586 3.927 2.290
H -0.653 2.173 -1.834
C 1.527 0.959 -2.315
H 0.621 0.581 -2.792
H 2.364 0.342 -2.630
H 1.691 1.980 -2.665
H 3.860 1.468 -1.179
Br 6.571 1.047 -0.144
H 5.593 -0.726 2.039
H 3.340 -1.557 2.636
H -0.652 -1.782 1.580
H -0.440 -0.264 0.685
H 0.925 -1.579 -1.018
H 0.439 -3.059 -0.207
H -0.904 -2.008 -2.318
H -1.749 -1.153 -1.031
H -2.873 -3.234 -1.753
H -1.459 -4.179 -1.294
H -1.807 -3.627 1.078
H -3.108 -2.507 0.659
```

No. 2
ORCA calculation (ωB97M-V/def2-TZVPD) on C16H23GaN6O7 as an isolated structure in a non-equilibrium geometry.

Properties
* F_max: 2.5 eV Å⁻¹
* 2S+1: 1
* orbital gap: 0.3320 Eh
* highest occupied orbital energy: -16.389 eV
* E_tot: -3402.9190 a.u.
* total charge: +2
* molar mass: 481.12 g/mol
* energy above the lowest of the compared OMol25 structures with the same formula, charge and spin: 1.3247 eV

```
53
C16H23GaN6O7 | the OMol25 dataset | ωB97M-V/def2-TZVPD
Ga 0.154 0.935 0.104
O 0.133 6.332 2.740
C 0.258 5.196 2.117
C 1.496 4.609 1.758
C 1.486 3.382 1.133
N 0.343 2.740 0.869
C -0.841 3.300 1.132
C -0.932 4.518 1.756
C -2.026 2.482 0.620
O -3.157 2.818 0.771
O -1.637 1.384 -0.015
C 2.711 2.675 0.632
O 3.830 3.042 0.755
O 2.359 1.507 -0.001
H 0.955 6.804 2.949
H 2.443 5.102 1.946
H -1.896 4.968 1.950
O 3.385 -0.316 -0.870
N 3.591 0.783 -0.787
C 0.262 -4.434 -3.572
C -1.088 -3.726 -3.614
C -1.773 -3.740 -2.249
C -0.936 -2.283 -4.160
N -0.304 -1.447 -3.182
C -0.844 -0.637 -2.270
N 0.158 -0.199 -1.505
N 1.279 -0.756 -1.982
N 1.004 -1.488 -2.962
H 0.140 -5.438 -3.176
H 0.981 -3.908 -2.942
H 0.677 -4.528 -4.572
H -1.729 -4.239 -4.336
H -1.110 -3.384 -1.458
H -2.054 -4.758 -2.001
H -2.683 -3.145 -2.249
H -1.910 -1.860 -4.405
H -0.306 -2.301 -5.052
H -1.877 -0.367 -2.153
C -1.826 -1.157 1.872
C -0.376 -1.568 1.688
O 0.537 -0.439 1.513
C 1.431 -0.214 2.636
C 0.739 0.389 3.842
H -2.408 -2.048 2.094
H -2.235 -0.703 0.966
H -1.940 -0.461 2.702
H -0.266 -2.200 0.801
H -0.035 -2.134 2.558
H 2.205 0.463 2.271
H 1.901 -1.173 2.880
H 1.460 0.494 4.649
H -0.067 -0.247 4.198
H 0.340 1.377 3.608
```

No. 3
ORCA calculation (ωB97M-V/def2-TZVPD) on C16H23MgN3SSi as an isolated structure.

Properties
* F_max: 0.7 eV Å⁻¹
* 2S+1: 1
* orbital gap: 0.2377 Eh
* highest occupied orbital energy: -6.627 eV
* E_tot: -1675.5001 a.u.
* molar mass: 341.84 g/mol
* energy above the lowest of the compared OMol25 structures with the same formula, charge and spin: 0.3176 eV

```
45
C16H23MgN3SSi | the OMol25 dataset | ωB97M-V/def2-TZVPD
Mg 1.627 0.969 0.363
C 3.594 1.491 -0.098
H 4.137 1.939 0.737
H 3.532 2.261 -0.899
H 4.158 0.626 -0.462
S -1.556 1.345 0.253
C -1.543 0.539 -1.196
N -1.914 -0.791 -1.234
C -2.004 -1.488 -2.386
C -1.776 -0.858 -3.572
C -1.381 0.481 -3.501
N -1.239 1.146 -2.384
H -2.060 -1.274 -0.343
H -2.244 -2.549 -2.312
H -1.857 -1.364 -4.526
H -1.124 1.032 -4.395
C -0.374 6.283 0.202
C 1.026 5.701 0.387
C 1.007 4.248 0.557
N 0.997 3.110 0.718
H -0.367 7.354 -0.013
H -1.014 6.141 1.051
H -0.859 5.756 -0.616
H 1.527 6.077 1.284
H 1.673 5.908 -0.471
C 1.314 -2.752 -1.279
Si 1.203 -1.703 0.329
C 2.539 -2.471 1.450
C -0.431 -2.289 1.158
C -0.781 -1.696 2.367
C -1.917 -2.070 3.068
C -2.738 -3.088 2.620
C -2.402 -3.703 1.429
C -1.263 -3.315 0.720
H 1.365 -3.818 -1.074
H 2.212 -2.447 -1.820
H 0.441 -2.597 -1.929
H 2.464 -3.565 1.476
H 2.455 -2.093 2.468
H 3.545 -2.208 1.100
H -0.159 -0.906 2.787
H -2.169 -1.542 3.973
H -3.614 -3.409 3.162
H -2.998 -4.530 1.046
H -1.031 -3.878 -0.194
```

No. 4
ORCA calculation (ωB97M-V/def2-TZVPD) on an isolated molecule of C16H23N3O3.

Properties
* F_max: 0.9 eV Å⁻¹
* 2S+1: 1
* orbital gap: 0.3585 Eh
* highest occupied orbital energy: -9.715 eV
* SMILES string: Cc1cnc(C(=O)OCC(=O)NC2CCCCCCC2)cn1
* E_tot: -1013.4996 a.u.
* molar mass: 305.38 g/mol
* energy above the lowest of the compared OMol25 structures with the same formula, charge and spin: 1.6225 eV

```
45
C16H23N3O3 | the OMol25 dataset | ωB97M-V/def2-TZVPD
C 0.810 6.214 -3.104
C 1.165 4.768 -3.132
N 0.895 4.042 -2.053
C 1.184 2.753 -2.080
C 1.735 2.151 -3.210
N 2.037 2.879 -4.284
C 1.769 4.166 -4.244
H 2.030 4.736 -5.125
C 2.051 0.695 -3.261
O 2.965 0.202 -3.858
O 1.171 0.003 -2.512
C 1.376 -1.403 -2.409
H 2.440 -1.636 -2.523
H 0.833 -1.910 -3.214
C 0.878 -1.954 -1.066
O 1.184 -3.070 -0.710
N 0.086 -1.108 -0.390
H -0.079 -0.205 -0.805
C -0.500 -1.388 0.921
C 0.640 -1.469 1.949
H 1.064 -0.469 2.073
C 0.284 -2.042 3.317
C -0.694 -1.227 4.161
H -0.733 -1.700 5.147
H -0.294 -0.220 4.303
C -2.129 -1.110 3.636
H -2.190 -0.331 2.876
C -2.725 -2.410 3.080
C -2.731 -2.512 1.553
H -3.249 -1.639 1.147
H -3.324 -3.391 1.285
C -1.376 -2.650 0.855
H -0.827 -3.506 1.242
H -1.575 -2.859 -0.198
H -2.209 -3.270 3.508
H -3.768 -2.477 3.401
H -2.744 -0.769 4.472
H -0.091 -3.057 3.199
H 1.217 -2.117 3.883
H 1.411 -2.110 1.518
H -1.136 -0.527 1.135
H 0.981 2.196 -1.176
H 1.698 6.823 -3.266
H 0.370 6.464 -2.143
H 0.099 6.441 -3.897
```

No. 5
ORCA calculation (ωB97M-V/def2-TZVPD) on C16H23N3O5 as an isolated structure in a non-equilibrium geometry.

Properties
* F_max: 19.9 eV Å⁻¹
* 2S+1: 1
* orbital gap: 0.3020 Eh
* highest occupied orbital energy: -8.459 eV
* E_tot: -1163.1143 a.u.
* molar mass: 337.38 g/mol
* energy above the lowest of the compared OMol25 structures with the same formula, charge and spin: 24.2539 eV

```
47
C16H23N3O5 | the OMol25 dataset | ωB97M-V/def2-TZVPD
C 4.219 -2.291 0.881
H 4.970 -1.934 0.171
H 4.622 -2.339 1.753
H 3.748 -3.086 0.579
C 3.397 -0.904 1.129
H 3.910 -0.236 1.392
C 2.722 -0.935 -0.275
O 3.169 0.287 -1.106
N 1.896 -1.592 -0.828
H 1.539 -2.380 -0.148
C 1.072 -1.558 -2.206
H 1.526 -2.184 -2.860
H 1.255 -0.360 -2.208
C -0.501 -1.757 -1.851
H -0.539 -2.676 -1.508
H -1.016 -1.671 -2.644
C -1.119 -0.887 -0.454
N -1.624 0.334 -0.868
C -0.761 1.461 -1.677
C -1.395 2.628 -1.550
O -2.507 2.794 -2.194
C -3.445 1.606 -1.684
C -2.896 0.335 -1.750
H -3.590 -0.482 -1.173
H -2.627 0.273 -2.877
H -4.462 1.900 -2.211
H -3.681 2.117 -0.382
H -0.744 3.519 -2.179
H -1.514 2.911 -0.417
H 0.169 1.337 -0.974
H -0.494 1.146 -2.729
H -1.765 -1.350 -0.114
H -0.309 -0.718 0.087
O 2.354 -1.386 2.027
C 1.349 -0.539 2.187
C 1.266 0.767 1.463
C 0.250 1.730 1.817
C -1.072 0.805 2.456
C -0.897 -0.282 2.945
C 0.275 -1.177 2.712
H 0.113 -2.121 3.281
H -1.780 -0.920 3.447
N -2.077 1.729 2.578
O -2.136 2.846 2.115
O -2.959 1.324 3.063
H 0.022 2.681 1.522
H 2.067 1.236 1.261
```

No. 6
ORCA calculation (ωB97M-V/def2-TZVPD) on C16H24As2Ca2F15O11 as an isolated structure in a non-equilibrium geometry.

Properties
* F_max: 7.1 eV Å⁻¹
* 2S+1: 1
* orbital gap: 0.1149 Eh
* highest occupied orbital energy: -11.841 eV
* E_tot: -8776.0787 a.u.
* total charge: +1
* molar mass: 907.33 g/mol

```
70
C16H24As2Ca2F15O11 | the OMol25 dataset | ωB97M-V/def2-TZVPD
Ca 4.863 -1.289 0.269
Ca 0.791 -2.937 -4.208
As 5.421 0.534 -5.353
F 6.373 -0.715 -6.219
F 5.883 0.009 -3.614
F 4.364 1.762 -4.543
F 4.809 1.118 -6.918
F 4.064 -0.655 -5.206
F 6.802 1.648 -5.292
As 7.457 -1.167 5.568
F 7.113 -1.127 3.814
F 7.179 0.684 5.408
F 7.642 -1.100 7.338
F 7.888 -2.819 5.640
F 9.186 -0.805 5.411
F 5.688 -1.378 5.845
C 0.669 0.816 0.100
O 1.401 1.024 1.316
O 1.466 -0.109 -0.583
C -0.835 0.445 0.337
F -1.557 1.556 0.551
F -1.360 -0.041 -0.784
F -1.146 -0.458 1.333
C 0.769 1.773 2.469
C 1.673 1.602 3.670
H 2.590 2.175 3.532
H 1.192 1.923 4.594
H 1.965 0.571 3.869
H -0.109 1.164 2.687
H 0.641 2.806 2.148
H 0.625 1.740 -0.476
C 3.490 -5.426 7.855
C 2.425 -5.339 6.789
C 1.406 -4.141 6.873
O 1.289 -3.793 5.506
C 2.331 -4.204 4.830
O 2.809 -3.744 3.778
O 2.886 -5.249 5.513
H 3.006 -5.694 8.794
H 3.988 -4.477 8.053
H 4.162 -6.281 7.775
H 1.786 -6.218 6.700
H 2.016 -3.447 7.452
H 0.488 -4.457 7.369
C -8.585 -1.185 -2.749
C -7.730 -2.371 -3.074
C -7.849 -2.803 -4.468
O -6.656 -3.419 -4.804
C -5.789 -2.846 -4.126
O -4.581 -2.916 -4.247
O -6.423 -2.132 -3.144
H -8.523 -1.014 -1.674
H -9.616 -1.442 -2.990
H -8.433 -0.272 -3.325
H -7.789 -3.164 -2.329
H -8.033 -1.973 -5.150
H -8.710 -3.472 -4.483
C -1.825 7.676 -5.140
C -2.682 6.426 -5.442
C -2.478 5.335 -4.380
O -3.810 4.940 -4.019
C -4.783 5.794 -4.548
O -6.001 5.718 -4.558
O -4.069 6.784 -5.336
H -0.854 7.426 -5.569
H -1.806 7.792 -4.057
H -2.126 8.608 -5.619
H -2.543 6.017 -6.443
H -1.999 5.666 -3.458
H -1.893 4.550 -4.858
```

No. 7
ORCA calculation (ωB97M-V/def2-TZVPD) on C16H24Cl5N4Pt as an isolated structure in a non-equilibrium geometry.

Properties
* F_max: 2.5 eV Å⁻¹
* 2S+1: 1
* orbital gap: 0.2802 Eh
* highest occupied orbital energy: -10.411 eV
* E_tot: -3262.6295 a.u.
* total charge: +1
* molar mass: 644.74 g/mol
* energy above the lowest of the compared OMol25 structures with the same formula, charge and spin: 0.6335 eV

```
50
C16H24Cl5N4Pt | the OMol25 dataset | ωB97M-V/def2-TZVPD
Pt -0.013 0.420 -0.494
C -2.156 -0.472 2.032
C -2.877 -0.163 0.346
N -2.027 0.513 -0.637
C -2.404 1.959 -0.583
C -1.363 2.826 -1.256
N -0.032 2.556 -0.669
C 1.099 3.137 -1.459
C 1.947 2.084 -2.164
C 2.829 1.278 -1.222
N 2.069 0.428 -0.248
C 2.434 0.794 1.148
C 1.613 0.049 2.182
N 0.226 0.488 2.127
C -0.745 -0.492 2.575
H -2.950 0.014 2.579
H -2.620 -2.873 1.726
H -3.269 -2.604 -0.100
H -3.975 -1.522 1.367
H -2.295 0.144 -1.547
H -3.385 2.097 -1.037
H -2.492 2.209 0.477
H -1.300 2.606 -2.322
H -1.635 3.879 -1.144
H -0.008 2.968 0.259
H 0.687 3.829 -2.195
H 1.721 3.729 -0.784
H 1.305 1.420 -2.745
H 2.604 2.599 -2.869
H 3.507 0.641 -1.785
H 3.445 1.973 -0.646
H 2.342 -0.538 -0.404
H 3.505 0.628 1.288
H 2.247 1.865 1.265
H 1.650 -1.020 1.957
H 2.069 0.183 3.169
H 0.109 1.361 2.627
H -0.318 -1.472 2.345
H -0.837 -0.474 3.668
Cl -2.698 -1.783 0.929
C -0.952 -2.406 0.195
C -0.124 -1.614 -0.618
C 0.714 -2.334 -1.486
Cl 1.587 -1.515 -2.756
C 0.872 -3.719 -1.426
Cl 1.950 -4.538 -2.480
C 0.143 -4.451 -0.490
Cl 0.363 -6.146 -0.352
C -0.795 -3.780 0.291
Cl -1.766 -4.759 1.365
```

No. 8
ORCA calculation (ωB97M-V/def2-TZVPD) on C16H24CoF12O8 as an isolated structure in a non-equilibrium geometry.

Properties
* F_max: 6.0 eV Å⁻¹
* 2S+1: 4
* orbital gap (alpha / beta): 0.2380 / 0.2345 Eh
* highest occupied orbital energy (alpha / beta): -1.645 / -1.548 eV
* E_tot: -3807.0723 a.u.
* total charge: -2
* molar mass: 631.27 g/mol
* ⟨S²⟩: 3.75

```
61
C16H24CoF12O8 | the OMol25 dataset | ωB97M-V/def2-TZVPD
Co 0.710 32.391 5.479
C 4.051 32.583 5.663
O 3.998 31.260 5.004
O 2.715 33.000 5.856
C 4.977 32.391 6.955
F 4.522 31.508 7.792
F 6.216 31.971 6.611
F 5.242 33.564 7.635
C 5.087 30.865 4.105
C 4.677 29.453 3.772
H 4.416 28.771 4.581
H 3.729 29.482 3.235
H 5.391 28.996 3.086
H 6.000 30.742 4.687
H 5.211 31.527 3.247
H 4.582 33.139 4.890
C 0.016 32.202 8.976
O -0.399 33.403 9.499
O -0.011 32.534 7.574
C 1.364 31.682 9.511
F 2.122 32.737 9.936
F 1.224 30.895 10.584
F 2.042 30.935 8.661
C -0.634 33.422 10.952
C -2.003 33.022 11.398
H -2.125 33.242 12.459
H -2.669 33.493 10.675
H -2.351 32.015 11.167
H -0.671 34.505 11.070
H 0.177 33.248 11.660
H -0.833 31.531 9.104
C 0.426 30.479 3.588
O 0.987 31.797 3.545
O 0.373 30.304 4.989
C -0.828 30.284 2.720
F -1.404 29.120 2.932
F -1.624 31.284 2.978
F -0.582 30.323 1.396
C 1.852 32.221 2.450
C 2.030 33.737 2.428
H 2.150 34.149 3.430
H 2.862 34.015 1.780
H 1.066 34.209 2.239
H 1.400 32.023 1.478
H 2.825 31.739 2.551
H 1.182 29.769 3.255
C -1.205 35.310 4.704
O -1.556 35.980 5.884
O -0.750 34.126 5.264
C -2.338 35.233 3.604
F -3.240 34.281 3.926
F -3.131 36.312 3.424
F -1.872 34.870 2.404
C -1.422 37.449 5.854
C -2.039 38.116 7.087
H -1.656 37.802 8.058
H -1.838 39.186 7.054
H -3.107 37.898 7.123
H -1.854 37.832 4.930
H -0.413 37.859 5.794
H -0.363 35.789 4.205
```